No. 1
# C5H14O2

2 unconnected molecules or ions with the total composition C5H14O2 (ωB97M-V with the def2-TZVPD basis set, the OMol25 dataset).

Positions of all 21 atoms, in Å:
C: 0.26208 0.99684 2.02838
C: 0.27645 -0.49242 1.40834
C: -1.09140 -1.06505 1.89320
C: 0.45805 -0.41923 -0.11905
C: 0.00267 -1.64774 -0.94975
O: 1.15812 -2.55398 -0.92769
H: 1.23241 1.44180 2.00305
H: -0.34282 0.95533 3.02510
H: -0.42953 1.37044 1.19001
H: 1.09926 -1.06909 1.85199
H: -1.83643 -0.42312 1.40038
H: -1.18525 -2.07425 1.73266
H: -1.12796 -0.93024 3.04866
H: 1.56506 -0.28199 -0.25732
H: -0.09319 0.37773 -0.61926
H: -0.27968 -1.35684 -2.00626
H: -0.92868 -2.09604 -0.57546
H: 0.89122 -3.49048 -1.17834
O: -0.17674 4.06673 -4.19929
H: 0.24758 3.99762 -5.04665
H: 0.29881 4.69399 -3.70271

Forces on the atoms, in the same order (eV/Å):
-2.92 -2.19 -1.46
-0.61 0.69 1.49
1.41 2.89 1.75
0.39 -0.92 -0.43
1.05 -0.13 -0.36
-1.59 -1.41 -0.50
0.38 0.60 0.31
1.65 0.52 -1.70
0.98 0.78 1.71
-0.19 -0.01 -0.19
-0.31 -0.59 0.35
-0.57 -2.36 -0.79
-0.19 -0.14 -1.99
-1.07 0.03 -0.45
0.11 0.62 0.58
0.75 -0.15 0.90
0.43 -0.13 0.35
0.33 1.89 0.41
-1.27 -1.22 -0.38
0.32 0.03 -0.45
0.96 1.18 0.84

* structure (SMILES): CC(C)CCO.O
* net charge: 0
* Kohn-Sham gap: 11.12 eV
* 2S+1: 1
* energy relative to the best compared isomer or geometry (same formula, charge and spin): 31.22 kcal/mol

---

No. 2
# C5H14O2

3 unconnected molecules or ions with the total composition C5H14O2 (ωB97M-V with the def2-TZVPD basis set, the OMol25 dataset).

Positions of all 21 atoms, in Å:
C: 3.40888 1.74094 -0.61199
C: 2.35798 1.44841 0.14355
C: 1.47086 0.25160 -0.00007
C: 1.30957 -0.48788 1.34501
C: -0.08399 -0.96753 1.71097
H: 3.58138 1.23441 -1.55957
H: 4.06737 2.54378 -0.29690
H: 2.22945 2.03507 1.05026
H: 0.46238 0.58770 -0.25068
H: 1.84348 -0.39682 -0.78789
H: 1.68527 0.17496 2.12951
H: 2.05178 -1.28772 1.45514
H: -0.70767 -1.12644 0.83050
H: -0.07919 -2.00242 2.07801
H: -0.60715 -0.34075 2.42829
O: -2.17993 -1.39823 -1.91820
H: -2.05398 -2.33433 -1.74683
H: -2.85488 -1.09790 -1.30820
O: -5.58076 0.72670 -1.55217
H: -5.50324 -0.00561 -2.16921
H: -4.81763 0.70207 -0.96954

Forces on the atoms, in the same order (eV/Å):
-0.34 0.18 -0.06
0.73 -0.33 0.25
-0.64 0.34 0.47
1.13 0.12 0.60
-0.33 -1.24 -0.44
0.25 -0.04 0.25
-0.02 0.01 -0.36
-0.18 -0.01 0.00
-0.03 0.01 -0.37
-0.13 -0.09 -0.13
-0.33 0.26 0.05
-0.26 -0.20 -0.48
-0.10 0.59 -0.25
0.27 0.31 0.52
-0.01 0.09 -0.07
0.16 0.15 -0.22
-0.07 -0.07 0.09
-0.07 -0.11 0.16
-0.22 0.15 0.05
0.18 -0.03 0.04
0.04 -0.09 -0.11

* structure (SMILES): C=CCCC.O.O
* net charge: 0
* Kohn-Sham gap: 9.84 eV
* 2S+1: 1
* energy relative to the best compared isomer or geometry (same formula, charge and spin): 25.49 kcal/mol

---

No. 3
# C5H14O2

3 unconnected molecules or ions with the total composition C5H14O2 (ωB97M-V with the def2-TZVPD basis set, the OMol25 dataset).

Positions of all 21 atoms, in Å:
C: 0.37992 -2.19006 -2.58468
C: 0.85465 -1.74183 -1.43019
C: 2.26386 -1.32959 -1.27648
C: -0.13920 -1.40337 -0.30007
C: -0.95294 -2.47879 0.44432
H: 1.09292 -2.50011 -3.35831
H: -0.65381 -2.06732 -2.92712
H: 2.33794 -0.36625 -0.81711
H: 2.79817 -1.18768 -2.25636
H: 2.86867 -2.00479 -0.67274
H: 0.35600 -0.79937 0.46123
H: -0.88747 -0.85358 -0.85302
H: -2.00288 -2.54527 0.10619
H: -1.09336 -2.40851 1.59237
H: -0.36968 -3.39501 0.26740
O: -2.77683 3.21127 4.87159
H: -2.93992 4.15123 4.91947
H: -2.44241 2.74992 5.63876
O: 0.67141 5.36176 -0.59300
H: 0.69940 6.12556 -1.18528
H: -0.06445 5.67177 -0.04698

Forces on the atoms, in the same order (eV/Å):
0.33 0.19 -1.14
-1.43 -0.16 0.64
1.59 -0.51 -0.94
-0.15 0.70 0.06
0.19 -1.13 1.15
-0.30 0.35 0.11
0.16 -0.72 0.63
-0.20 0.67 0.52
-0.64 -0.46 0.77
0.03 -0.12 0.17
-0.06 0.39 -0.32
-0.14 0.94 0.27
0.70 -0.28 -0.32
0.77 0.46 -1.79
-0.85 -0.29 0.18
-0.29 -0.82 -1.39
0.30 -0.02 0.92
-0.01 0.84 0.46
-0.58 0.88 -0.03
0.51 -0.30 -0.32
0.07 -0.58 0.35

* structure (SMILES): C=C(C)CC.O.O
* net charge: 0
* Kohn-Sham gap: 9.78 eV
* 2S+1: 1
* energy relative to the best compared isomer or geometry (same formula, charge and spin): 38.31 kcal/mol

---

No. 4
# C5H14O2S

2 unconnected molecules or ions with the total composition C5H14O2S (ωB97M-V with the def2-TZVPD basis set, the OMol25 dataset).

Positions of all 22 atoms, in Å:
C: 0.81471 -0.52015 -2.23668
S: 1.27876 -1.04503 -0.53219
C: 0.62387 0.45239 0.32149
C: -0.88307 0.42055 0.57371
C: -1.52171 1.83065 0.55779
C: -2.23645 2.10380 -0.75565
O: -2.50755 3.49473 -0.89408
H: 0.77951 -1.48482 -2.74035
H: -0.21017 -0.17524 -2.12741
H: 1.52904 0.17079 -2.64255
H: 1.10743 0.37805 1.29452
H: 1.04702 1.27056 -0.22401
H: -1.29964 -0.24921 -0.18606
H: -1.14159 -0.04653 1.50545
H: -0.71219 2.55724 0.65312
H: -2.12439 1.99283 1.44715
H: -1.61378 1.76817 -1.59346
H: -3.19159 1.58572 -0.83214
H: -1.73344 4.00534 -1.14182
O: 2.56705 -4.81662 3.15641
H: 2.96885 -4.06621 3.61624
H: 2.60990 -4.59295 2.21503

Forces on the atoms, in the same order (eV/Å):
-0.33 -1.54 1.45
-0.25 0.77 -0.22
0.45 -1.86 1.03
-0.24 0.51 -0.95
0.62 -0.58 -0.23
0.46 0.75 0.15
-0.76 0.10 -0.10
0.12 0.31 -0.57
0.07 0.39 -0.48
0.05 0.32 -0.28
0.29 0.44 0.01
-0.23 0.78 -0.20
-0.40 0.30 -0.05
0.35 -0.39 0.52
0.05 0.13 -0.08
-0.46 -0.02 -0.18
0.02 -0.13 0.06
-0.03 0.02 0.10
0.20 -0.31 0.04
0.12 0.25 -0.15
-0.12 -0.22 -0.20
0.00 -0.02 0.34

* structure (SMILES): CSCCCCO.O
* net charge: 0
* Kohn-Sham gap: 9.31 eV
* 2S+1: 1
* energy relative to the best compared isomer or geometry (same formula, charge and spin): 13.09 kcal/mol

---

No. 5
# C5H14O3

3 unconnected molecules or ions with the total composition C5H14O3 (ωB97M-V with the def2-TZVPD basis set, the OMol25 dataset).

Positions of all 22 atoms, in Å:
C: 0.67374 -1.43019 -0.88959
C: 0.32388 -1.25786 0.59183
C: 1.45670 -0.77548 1.47336
C: 1.97838 0.64609 1.19926
C: 1.10634 1.86551 1.11705
O: 1.54658 2.89207 0.68065
H: 0.98094 -0.57610 -1.49636
H: -0.16615 -1.95594 -1.34499
H: 1.50565 -2.13744 -1.00731
H: -0.55166 -0.60737 0.72373
H: -0.14951 -2.21263 0.85079
H: 1.06823 -0.60091 2.49772
H: 2.20229 -1.55903 1.58405
H: 2.80558 0.73153 1.90950
H: 2.47071 0.66455 0.21040
H: 0.04432 1.79882 1.42338
O: -2.35545 0.86279 -3.18076
H: -2.63680 0.04862 -2.73656
H: -1.43476 0.65244 -3.25241
O: -3.58365 0.68588 0.11527
H: -2.87072 1.20444 -0.24440
H: -4.41463 1.06023 -0.22461

Forces on the atoms, in the same order (eV/Å):
0.28 -0.80 -0.13
-0.82 0.31 -0.72
-1.71 0.81 1.57
1.62 -1.51 -1.49
-0.20 -0.45 0.38
-0.07 0.41 -0.04
-0.37 0.31 0.34
-0.07 0.32 -0.38
0.00 0.05 0.25
0.24 0.35 -0.29
0.72 -0.09 0.60
-0.16 -0.82 -0.19
0.54 0.39 -0.26
-0.12 0.78 0.01
0.08 0.02 0.25
0.00 -0.06 0.11
-0.55 -0.62 0.51
-0.57 0.30 -0.03
1.12 0.32 -0.38
-0.80 -0.36 0.16
0.20 0.44 -0.37
0.64 -0.08 0.11

* structure (SMILES): CCCCC=O.O.O
* net charge: 0
* Kohn-Sham gap: 10.51 eV
* 2S+1: 1
* energy relative to the best compared isomer or geometry (same formula, charge and spin): 12.07 kcal/mol

---

No. 6
# C5H14O3

3 unconnected molecules or ions with the total composition C5H14O3 (ωB97M-V with the def2-TZVPD basis set, the OMol25 dataset).

Positions of all 22 atoms, in Å:
C: -0.47445 0.29452 -0.86560
C: 0.38583 -0.53744 0.07677
C: -0.22867 -1.76795 0.88439
C: 1.60465 -1.11020 -0.72021
C: 2.54916 -0.08135 -1.35243
O: 2.15456 0.96684 -1.81706
H: 0.06567 1.25278 -0.98137
H: -1.49234 0.50236 -0.42418
H: -0.46971 -0.24245 -1.88713
H: 0.83952 -0.03008 0.94407
H: 0.37860 -2.59771 1.23360
H: -0.80756 -1.38039 1.73583
H: -1.11820 -2.23073 0.35366
H: 1.29816 -1.68305 -1.59278
H: 2.22260 -1.77056 -0.09826
H: 3.63237 -0.21286 -1.32883
O: -4.34873 0.21168 5.17042
H: -3.79033 0.12509 4.39575
H: -5.16675 0.68147 5.00817
O: 0.55102 3.13720 -2.89630
H: 1.11757 3.07771 -3.68906
H: 1.09705 3.39513 -2.14946

Forces on the atoms, in the same order (eV/Å):
-0.27 -0.12 0.07
1.69 -2.46 1.01
-3.10 0.64 -1.20
0.91 0.55 -0.02
-1.11 1.17 0.60
0.35 -0.44 -0.01
-0.65 -0.51 -0.30
0.90 -0.39 -0.78
-0.56 1.03 1.57
-0.19 0.85 -0.68
0.59 0.35 -0.20
0.60 0.14 0.19
1.20 0.21 -0.11
-0.43 -0.42 -0.03
-0.21 0.05 -0.07
0.41 -0.71 0.01
0.32 -0.40 0.88
-0.48 0.32 -0.28
0.15 0.08 -0.60
-0.20 0.17 -0.73
-0.21 0.05 0.90
0.30 -0.14 -0.23

* structure (SMILES): CC(C)CC=O.O.O
* net charge: 0
* Kohn-Sham gap: 10.29 eV
* 2S+1: 1
* energy relative to the best compared isomer or geometry (same formula, charge and spin): 20.56 kcal/mol